An isolated molecule of C5H7N, computed with ωB97M-V/def2-TZVPD.

The LUMO energy (spin up / spin down) is 0.0314 / 0.0322 Eh. The calculation puts the molar mass at 81.12 g/mol. As for the energy above the lowest of the compared OMol25 structures with the same formula, charge and spin: 60.1 kcal per mole. As for the HOMO energy (spin up / spin down): -6.305 / -6.289 eV.

Last column: Löwdin charge in e.
Geometry (Å):
C -0.289330 -1.655542 1.078692  -0.016
N -0.232444 -0.585546 0.303897  -0.200
C 0.738372 0.505704 0.598177  -0.121
C 0.685304 1.376235 -0.622081  -0.112
C -0.358848 0.952333 -1.360120  -0.110
C -0.957987 -0.213790 -0.772740  -0.111
H -1.096946 -2.361684 0.954619  0.058
H 1.705375 0.076752 0.869896  0.125
H 0.535699 -1.845524 1.747618  0.053
H 0.335061 1.026477 1.473905  0.138
H 1.348339 2.210730 -0.801553  0.088
H -0.701399 1.387626 -2.293077  0.101
H -1.711195 -0.873769 -1.177233  0.108

Cartesian forces (eV/Å) of the 6 atoms listed first:
0.01 -0.07 -0.07
-0.07 0.00 -0.03
0.07 -0.02 0.08
-0.05 0.01 -0.02
0.02 0.02 -0.03
0.05 -0.07 0.06

---

An isolated molecule of C5H7N, computed with ωB97M-V/def2-TZVPD.

The LUMO energy is 0.0405 Eh. The calculation puts the molar mass at 81.12 g/mol. As for the SMILES: C#C[C@@H]1N[C@@H]1C. As for the energy above the lowest of the compared OMol25 structures with the same formula, charge and spin: 96.6 kcal per mole. As for the HOMO energy: -8.682 eV.

Last column: Löwdin charge in e.
Geometry (Å):
C -2.257745 -1.424241 -0.915800  0.109
C -1.367774 -0.609701 -0.962153  -0.098
C -0.381716 0.459757 -0.942971  -0.303
N 1.038569 0.164913 -1.045140  0.020
C 0.603834 0.742569 0.209708  -0.283
C 0.996986 0.192921 1.582306  -0.052
H -3.041578 -2.146085 -0.819933  0.024
H -0.663689 1.302082 -1.575418  0.129
H 0.961090 -0.708916 -1.529960  0.102
H 0.725275 1.840773 0.223382  0.128
H 0.981605 -0.893521 1.536800  0.069
H 2.032463 0.508548 1.836762  0.083
H 0.372680 0.570900 2.402415  0.073

Cartesian forces (eV/Å) of the 6 atoms listed first:
0.47 0.31 0.03
-0.28 -0.21 0.58
-0.62 0.66 0.78
-0.13 1.54 -1.69
-0.11 0.00 -0.20
-0.33 -0.29 -0.38

---

The ion C5H7N2 with charge +1, computed with ωB97M-V/def2-TZVPD.

The net charge is +1. The LUMO energy is -0.1577 Eh. The calculation puts the molar mass at 95.12 g/mol. As for the SMILES: C/C=N\C1=[N+]=C1C. As for the energy above the lowest of the compared OMol25 structures with the same formula, charge and spin: 101.1 kcal per mole. As for the HOMO energy: -15.454 eV.

Last column: Löwdin charge in e.
Geometry (Å):
C 1.164585 1.342791 1.779142  -0.034
C 1.699220 0.976860 0.476310  -0.110
N 1.183477 0.113726 -0.225430  0.208
C 0.266743 -0.696874 -0.372180  -0.172
N -0.088928 -2.006913 -0.140222  0.349
C -0.840431 -1.320117 -0.916235  -0.160
C -2.072764 -1.156454 -1.660201  0.019
H 0.942940 0.456400 2.437920  0.124
H 0.253439 1.951958 1.721034  0.109
H 1.942763 2.001810 2.212130  0.099
H 2.622746 1.576444 0.148382  0.177
H -2.759366 -0.807241 -0.938457  0.085
H -2.461368 -2.158090 -2.067689  0.139
H -1.853055 -0.274299 -2.454506  0.167

Cartesian forces (eV/Å) of the 6 atoms listed first:
0.26 0.58 1.88
2.24 2.62 0.62
0.70 -0.30 -1.51
-1.47 -1.90 -0.42
0.72 -0.98 0.44
-0.32 1.37 -0.22

---

A structure of composition C5H7N2, computed with ωB97M-V/def2-TZVPD.

The net charge is +1. The LUMO energy is -0.1683 Eh. The calculation puts the molar mass at 95.12 g/mol. As for the energy above the lowest of the compared OMol25 structures with the same formula, charge and spin: 167.9 kcal per mole. As for the HOMO energy: -15.306 eV.

Last column: Löwdin charge in e.
Geometry (Å):
C 0.282493 -1.841636 -1.730520  0.311
C -0.392302 -0.768396 -1.734913  -0.161
C -0.451314 0.487668 -0.237192  -0.251
C -0.569202 1.498374 0.808474  0.059
C 1.160520 -1.242434 0.670066  -0.008
N 0.272904 -0.630271 -0.277900  -0.028
N -1.031088 0.410920 -1.453089  0.219
H -0.410342 1.064696 1.794399  0.109
H -1.551887 1.968152 0.763745  0.111
H 0.176050 2.284505 0.649171  0.121
H 1.835762 -0.486071 1.076978  0.115
H 0.596624 -1.719594 1.477590  0.118
H 1.756086 -2.004183 0.172094  0.094
H -1.674304 0.978268 -1.978902  0.192

Cartesian forces (eV/Å) of the 6 atoms listed first:
0.65 -1.72 -0.81
-0.74 1.21 0.10
0.41 -0.50 0.27
0.02 0.47 0.20
0.76 -0.57 0.92
-0.93 1.30 -0.26

---

The ion C5H7N2O3 with charge +1, computed with ωB97M-V/def2-TZVPD.

The net charge is +1. The LUMO energy is -0.1922 Eh. The calculation puts the molar mass at 143.12 g/mol. As for the SMILES: CC1=[NH+]C(=O)[C@H](O)C(=O)N1. As for the energy above the lowest of the compared OMol25 structures with the same formula, charge and spin: 0.0 kcal per mole. As for the HOMO energy: -15.036 eV.

Last column: Löwdin charge in e.
Geometry (Å):
C 2.516526 0.076811 -0.080093  0.061
C 1.028674 0.111237 -0.096595  -0.261
N 0.460312 -1.097075 -0.038769  0.218
C -0.973195 -1.273624 -0.042922  -0.308
O -1.541426 -2.196907 -0.528684  0.226
C -1.665735 -0.039429 0.581154  -0.291
O -2.963706 -0.226397 0.532174  0.052
C -1.136517 1.173847 -0.162834  -0.290
O -1.663080 2.025402 -0.794660  0.233
N 0.329677 1.197787 -0.112025  0.229
H 3.017215 0.409937 -0.942361  0.091
H 2.804790 -0.896991 0.131000  0.068
H 2.921959 0.793209 0.783365  0.173
H 0.994396 -1.901853 -0.233921  0.163
H -1.360691 -0.117479 1.698959  0.228
H -3.354477 -0.199605 -0.442794  0.216
H 0.585276 2.161125 -0.250991  0.192

Cartesian forces (eV/Å) of the 6 atoms listed first:
0.05 2.95 2.66
1.85 -1.07 0.06
-1.65 0.83 0.05
0.14 0.59 -0.58
0.78 0.28 0.50
1.46 -1.06 0.83

---

A cluster of 2 separate species, C5H7N2P in total, computed with ωB97M-V/def2-TZVPD.

The LUMO energy (spin up / spin down) is -0.0228 / -0.0184 Eh. The calculation puts the molar mass at 126.10 g/mol. As for the energy above the lowest of the compared OMol25 structures with the same formula, charge and spin: 86.4 kcal per mole. As for the HOMO energy (spin up / spin down): -8.349 / -8.167 eV.

Last column: Löwdin charge in e.
Geometry (Å):
C 0.365385 3.018912 0.260620  -0.113
C -0.861522 2.667355 -0.400030  -0.115
C 0.871559 0.824687 0.453360  -0.185
C -0.342412 0.475005 -0.145455  -0.149
C 0.345089 -3.071890 -0.126241  -0.469
N 1.194112 2.064118 0.656504  0.063
N -1.156324 1.379230 -0.617539  0.039
P -1.191928 -2.195508 -0.648235  0.818
H 0.762665 3.937018 0.519305  0.076
H -1.503678 3.535314 -0.839737  0.131
H 1.414056 -0.040868 0.689444  0.067
H 0.915888 -2.543560 0.643535  0.013
H 0.947674 -3.294259 -0.954990  -0.020
H 0.192468 -4.166267 0.137197  0.049
H -1.953031 -2.589288 0.372262  -0.204

Cartesian forces (eV/Å) of the 6 atoms listed first:
-1.82 -2.68 -0.87
0.98 2.23 -0.26
-2.06 -1.70 -0.85
-1.12 -0.15 -0.63
-0.61 -1.48 1.00
0.96 0.35 0.39

---

The ion C5H7N2S with charge +1, computed with ωB97M-V/def2-TZVPD.

The net charge is +1. The LUMO energy is -0.1754 Eh. The calculation puts the molar mass at 127.19 g/mol. As for the SMILES: S=C([C@H]1C=N1)[C@H]1C[NH2+]1. As for the energy above the lowest of the compared OMol25 structures with the same formula, charge and spin: 114.0 kcal per mole. As for the HOMO energy: -13.721 eV.

Last column: Löwdin charge in e.
Geometry (Å):
S -1.766561 -0.127448 1.577469  0.893
C -0.885774 0.373507 0.300470  -0.579
C -1.188148 1.525490 -0.464619  -0.328
C -0.072401 2.022790 -1.408365  0.065
N -0.990780 1.329070 -1.866641  0.169
C 0.389997 -0.683717 -0.270054  -0.197
C 1.416828 -0.871396 0.698488  -0.031
N 0.305869 -1.895377 0.550602  0.065
H -1.979353 2.131657 -0.043488  0.131
H 0.765963 2.629753 -1.360284  0.121
H 0.444778 -0.694466 -1.360327  0.152
H 2.446524 -0.863957 0.342940  0.145
H 1.167955 -0.350384 1.651970  0.136
H 0.422843 -2.924675 0.344587  0.212
H -0.477741 -1.600848 1.307249  0.046

Cartesian forces (eV/Å) of the 6 atoms listed first:
0.89 0.04 -0.33
0.89 -2.97 0.31
1.33 0.72 1.64
-3.21 -1.14 1.76
0.84 0.38 -3.50
-4.24 2.01 -0.31

---

A cluster of 2 separate species, C5H7N3 in total, computed with ωB97M-V/def2-TZVPD.

The LUMO energy is -0.0006 Eh. The calculation puts the molar mass at 109.13 g/mol. As for the energy above the lowest of the compared OMol25 structures with the same formula, charge and spin: 261.6 kcal per mole. As for the HOMO energy: -9.067 eV.

Last column: Löwdin charge in e.
Geometry (Å):
C 2.437046 0.291978 0.042971  -0.083
C 1.056043 -0.125372 -0.308590  -0.368
C -1.589472 -0.788678 0.026816  -0.163
C -1.009519 0.564305 0.454772  -0.403
C -0.145905 0.754126 -0.559515  -0.288
H 2.772450 -0.865881 0.198764  0.078
H 2.378039 0.352103 1.595828  0.208
H 3.207930 1.107189 -0.647524  0.155
H -2.756504 -0.805581 -0.218335  0.157
H -0.517360 0.749348 1.374731  0.144
H -1.724716 2.419171 -0.342866  0.173
H -0.515374 0.276118 -1.525831  0.169
N 0.570361 -1.271948 0.169269  0.059
N -0.803482 -1.686603 -0.073741  0.052
N -0.814539 1.899891 0.136831  0.111

Cartesian forces (eV/Å) of the 6 atoms listed first:
2.35 -2.73 2.94
-2.71 0.58 2.54
-7.69 5.98 1.33
-3.35 -3.01 4.62
3.65 0.57 -5.63
0.74 2.89 -0.80

---

A cluster of 2 separate species, C5H7N3 in total, computed with ωB97M-V/def2-TZVPD.

The LUMO energy is 0.0112 Eh. The calculation puts the molar mass at 109.13 g/mol. As for the energy above the lowest of the compared OMol25 structures with the same formula, charge and spin: 162.8 kcal per mole. As for the HOMO energy: -8.290 eV.

Last column: Löwdin charge in e.
Geometry (Å):
C -0.350755 -0.519488 -0.421107  -0.386
C 0.338557 -1.430433 -1.106405  -0.084
C 1.814061 -1.008122 -0.881086  -0.044
C 1.771537 0.108435 0.087871  -0.084
C -0.134582 1.363615 1.218904  -0.162
H -1.922214 -1.317401 -1.374930  0.154
H -2.518642 -0.170123 0.646185  0.237
H 0.024266 -2.495747 -1.413488  0.129
H 2.686788 -1.285753 -1.577665  0.104
H 2.663309 0.712808 0.274282  0.100
H 0.495791 2.232414 1.647930  0.142
H -1.922584 0.681949 0.752466  -0.069
N -1.812316 -0.373347 -0.648745  -0.022
N 0.423508 0.491313 0.271516  -0.061
N -1.488283 1.390292 1.470966  0.046

Cartesian forces (eV/Å) of the 6 atoms listed first:
-3.72 1.78 0.56
4.35 -1.29 0.55
-1.67 2.19 1.25
0.46 -2.70 -4.18
-4.64 1.06 0.47
-0.58 3.17 3.10

---

What did the seventh record say?
The ion C5H7N2S with charge +1, computed with ωB97M-V/def2-TZVPD.

The net charge is +1. The LUMO energy is -0.1754 Eh. The calculation puts the molar mass at 127.19 g/mol. As for the SMILES: S=C([C@H]1C=N1)[C@H]1C[NH2+]1. As for the energy above the lowest of the compared OMol25 structures with the same formula, charge and spin: 114.0 kcal per mole. As for the HOMO energy: -13.721 eV.

Last column: Löwdin charge in e.
Geometry (Å):
S -1.766561 -0.127448 1.577469  0.893
C -0.885774 0.373507 0.300470  -0.579
C -1.188148 1.525490 -0.464619  -0.328
C -0.072401 2.022790 -1.408365  0.065
N -0.990780 1.329070 -1.866641  0.169
C 0.389997 -0.683717 -0.270054  -0.197
C 1.416828 -0.871396 0.698488  -0.031
N 0.305869 -1.895377 0.550602  0.065
H -1.979353 2.131657 -0.043488  0.131
H 0.765963 2.629753 -1.360284  0.121
H 0.444778 -0.694466 -1.360327  0.152
H 2.446524 -0.863957 0.342940  0.145
H 1.167955 -0.350384 1.651970  0.136
H 0.422843 -2.924675 0.344587  0.212
H -0.477741 -1.600848 1.307249  0.046

Cartesian forces (eV/Å) of the 6 atoms listed first:
0.89 0.04 -0.33
0.89 -2.97 0.31
1.33 0.72 1.64
-3.21 -1.14 1.76
0.84 0.38 -3.50
-4.24 2.01 -0.31